Record 1
17
Properties=species:S:1:pos:R:3:nbo_charge:R:1 method="wB97M-V/def2-TZVPD" smiles="N[C@@H](CO)C(=O)O.O" total_charge=0 spin_multiplicity=1 de_lowest_ev=0.840 lumo_energy_ev=0.58 homo_energy_ev=-9.14
N -1.05853 -0.75109 -0.65605 -0.829
C -0.87296 -0.08362 0.61623 -0.165
C 0.62103 -0.06677 1.05675 -0.081
O 0.80417 -1.07765 2.02658 -0.749
C -1.44551 1.37623 0.41400 0.796
O -2.57132 1.73874 0.26930 -0.579
O -0.42303 2.29098 0.36043 -0.721
H -0.25623 -0.78821 -1.26951 0.385
H -1.24961 -1.70945 -0.40968 0.361
H -1.52016 -0.47824 1.40039 0.226
H 0.97494 0.91263 1.34607 0.195
H 1.25590 -0.34109 0.20047 0.182
H 0.96657 -0.85710 2.93450 0.482
H -0.78186 3.16554 0.20733 0.492
O 1.70930 -0.96813 -2.55454 -0.967
H 2.27145 -1.74870 -2.51417 0.487
H 1.57585 -0.61406 -3.42809 0.486


Record 2
15
Properties=species:S:1:pos:R:3:nbo_charge:R:1 method="wB97M-V/def2-TZVPD" smiles=N[C@@H](CO)CS total_charge=0 spin_multiplicity=1 de_lowest_ev=2.284 lumo_energy_ev=0.71 homo_energy_ev=-8.95
N -1.00773 1.61601 1.12648 -0.820
C -0.48734 0.37120 0.53043 -0.111
C -0.96708 0.06819 -0.83628 -0.120
O -2.19061 -0.65855 -0.74502 -0.705
C 1.04569 0.48244 0.66992 -0.500
S 1.78647 -0.93801 -0.21658 -0.103
H -1.10539 2.13676 0.26310 0.353
H -1.81189 1.61259 1.61788 0.368
H -0.65350 -0.61492 1.07316 0.205
H -1.04547 0.94449 -1.48899 0.167
H -0.31743 -0.45259 -1.60315 0.195
H -1.74017 -1.50163 -0.86597 0.469
H 1.57218 1.27039 0.10927 0.221
H 1.38118 0.59073 1.71963 0.247
H 2.16834 -0.55231 -1.46928 0.133


Record 3
15
Properties=species:S:1:pos:R:3:nbo_charge:R:1 method="wB97M-V/def2-TZVPD" smiles="CC(C)=S(=N)=O.[H][H]" total_charge=0 spin_multiplicity=1 de_lowest_ev=6.081 lumo_energy_ev="-1.01 / -1.32" homo_energy_ev="-8.67 / -8.97"
C 1.12530 1.05320 0.75725 -0.727
C 0.20026 0.05451 0.01607 -0.035
C 0.65868 -0.06241 -1.41194 -0.710
S -1.69540 0.43740 0.17113 1.540
N -2.23351 -0.50224 -1.00563 -0.960
O -2.31031 0.47173 1.51477 -0.880
H 1.56805 1.00864 1.72789 0.246
H 2.08301 1.14059 0.10256 0.214
H 0.79703 2.13599 0.70065 0.242
H 1.54047 -0.61062 -1.41275 0.238
H 0.88782 0.90376 -1.82352 0.222
H 0.12999 -0.66278 -2.09588 0.250
H -3.18636 -0.65452 -0.83355 0.359
H 0.28497 -2.02190 1.68403 -0.006
H 0.14999 -2.69135 1.90892 0.007


Record 4
15
Properties=species:S:1:pos:R:3:nbo_charge:R:1 method="wB97M-V/def2-TZVPD" total_charge=0 spin_multiplicity=1 de_lowest_ev=3.959 lumo_energy_ev=-0.26 homo_energy_ev=-10.28
C 3.10045 1.33544 2.49069 -0.376
C -2.67683 -0.16518 -0.06226 -0.476
C 2.09728 0.56343 2.09546 -0.420
N -1.40652 0.48928 0.01193 -0.767
O -0.02289 -1.34028 -0.96487 -0.897
S -0.07999 0.04035 -0.48285 1.478
H -1.21679 -2.07711 -6.35580 0.002
H 4.17168 1.05247 2.39429 0.197
H 3.07625 2.22119 3.24641 0.193
H -3.50300 0.47144 -0.59006 0.232
H -3.10466 -0.22411 0.94479 0.221
H -2.60737 -1.25651 -0.34856 0.215
H 2.42218 -0.33705 1.57758 0.193
H 1.07294 0.52874 2.44129 0.206
H -1.32272 -1.30210 -6.39803 -0.002


Record 5
16
Properties=species:S:1:pos:R:3:lowdin_spin:R:1 method="wB97M-V/def2-TZVPD" total_charge=0 spin_multiplicity=3 lumo_energy_ev="-0.02 / -4.05" homo_energy_ev="-4.33 / -7.85"
C 0.13851 -1.52149 -1.14396 0.318
C 0.39583 2.09685 -1.07313 0.299
C -0.57537 -2.09462 -0.18690 0.317
N 0.43964 1.83183 0.10438 0.472
O 0.63751 -0.79910 -1.92203 0.249
Si -2.01487 -1.24111 0.53609 0.063
Si 1.66735 1.07982 1.02983 0.062
H 1.30290 1.91840 -1.70821 0.065
H -0.50389 2.50398 -1.59007 0.053
H -0.23677 -3.15681 -0.14787 0.038
H -2.78443 -2.34697 0.96926 0.008
H -2.87004 -0.47067 -0.41755 0.007
H -1.58783 -0.30408 1.57334 0.018
H 1.05017 -0.03996 1.81158 0.011
H 2.22229 2.05240 1.94970 0.004
H 2.71900 0.49152 0.21557 0.017


Record 6
14
Properties=species:S:1:pos:R:3:nbo_charge:R:1 method="wB97M-V/def2-TZVPD" total_charge=+1 spin_multiplicity=1 de_lowest_ev=2.011 lumo_energy_ev=-4.86 homo_energy_ev=-14.02
C 1.14709 -1.10482 -1.16591 -0.235
C -0.16844 -0.84613 -1.78621 -0.240
C -0.61515 1.50669 2.53427 -0.717
N 0.40380 0.09389 -0.85114 -0.608
P -0.57376 0.51160 1.17392 0.880
H 1.21693 -1.83716 -0.37268 0.221
H 2.05198 -0.99363 -1.74878 0.238
H -0.22905 -0.54525 -2.82356 0.239
H -1.03043 -1.39318 -1.42887 0.220
H 0.14082 1.40036 3.29870 0.261
H -1.08268 2.47711 2.45671 0.261
H 0.76773 0.95688 -1.24723 0.414
H -1.75717 0.56853 0.47379 0.036
H -0.27167 -0.79489 1.48699 0.030


Record 7
15
Properties=species:S:1:pos:R:3:nbo_charge:R:1 method="wB97M-V/def2-TZVPD" total_charge=0 spin_multiplicity=1 de_lowest_ev=6.392 lumo_energy_ev="-0.49 / -0.40" homo_energy_ev="-8.12 / -8.06"
C -3.80291 0.64325 -0.62865 -0.324
C 3.03675 0.44701 0.42013 -1.003
C 0.29062 -0.49681 1.13462 -1.040
N 0.11479 -0.03571 -1.23604 -1.262
P -1.13256 -0.21726 -0.04488 0.866
P 1.57252 -0.29119 -0.21465 1.333
H -4.28403 0.03401 0.19819 0.100
H -4.00527 1.68481 -0.47589 0.089
H 2.91481 1.33171 0.94794 0.200
H 3.88977 0.50627 -0.22985 0.216
H 0.20078 0.34909 1.83754 0.263
H 0.48619 -1.42925 1.66113 0.267
H 0.10571 0.40063 -2.16903 0.421
H -1.42922 -1.52825 -0.47332 -0.063
H 2.04207 -1.39832 -0.72724 -0.063


Record 8
14
Properties=species:S:1:pos:R:3:nbo_charge:R:1 method="wB97M-V/def2-TZVPD" smiles=NCCCS total_charge=0 spin_multiplicity=1 de_lowest_ev=0.553 lumo_energy_ev=1.03 homo_energy_ev=-8.89
N 0.99528 2.03797 0.06068 -0.854
C 0.47733 0.84238 -0.59233 -0.221
C -0.08850 -0.12111 0.46741 -0.410
C -1.01298 -1.19075 -0.14423 -0.532
S -1.37596 -2.68384 0.78363 -0.035
H 0.58772 2.90536 -0.24240 0.361
H 1.99078 2.17758 0.00471 0.364
H -0.22119 1.00581 -1.40462 0.188
H 1.36558 0.37426 -1.03248 0.182
H 0.62896 -0.69573 1.06070 0.200
H -0.59163 0.55054 1.16744 0.214
H -0.60662 -1.51110 -1.10480 0.204
H -1.95907 -0.67201 -0.31671 0.224
H -0.18971 -3.01938 1.29300 0.115